{"formula": "C5H8Br2N2", "method": "ωB97M-V/def2-TZVPD", "e_tot_ev": -148379.9497, "e_homo_ev": -9.012, "lumo_ev": 0.55, "de_lowest_kcal_mol": 2.31, "gap_ev": 9.6, "symbols": ["Br", "Br", "C", "C", "H", "H", "H", "H", "N", "C", "C", "C", "N", "H", "H", "H", "H"], "xyz": [[0.1193, 0.4375, -2.8626], [-0.9156, 2.6191, -0.8021], [-2.4233, 0.3444, -1.5960], [-0.9990, 0.7597, -1.3203], [-2.4606, -0.7254, -1.8619], [-2.8491, 0.9290, -2.4288], [-3.0447, 0.5058, -0.6991], [-0.5342, 0.1937, -0.4876], [0.8296, -1.8471, 1.3354], [1.7673, -1.4090, 0.5103], [0.5900, -0.8019, 2.1951], [1.3898, 0.2772, 1.8867], [2.1345, -0.1301, 0.8080], [2.2119, -1.9698, -0.3118], [-0.1475, -0.8788, 2.9941], [1.4933, 1.2698, 2.3249], [2.8383, 0.4256, 0.3158]], "mulliken_charge": [-0.1031, -0.0971, -1.1626, 0.3907, 0.3590, 0.3547, 0.3520, -0.0670, -0.5234, -0.2488, -0.3034, -0.2589, 0.0184, 0.3539, 0.3716, 0.3666, 0.1974]}



{"formula": "C5H8BrN2", "method": "ωB97M-V/def2-TZVPD", "e_tot_ev": -78327.6253, "e_homo_ev": -12.618, "lumo_ev": -5.20, "smiles": "[NH2+]=C[C@H]1N[C@H]1/C=C/Br", "de_lowest_kcal_mol": 91.46, "gap_ev": 7.4, "total_charge": 1, "symbols": ["N", "C", "C", "N", "C", "C", "C", "Br", "H", "H", "H", "H", "H", "H", "H", "H"], "xyz": [[2.2136, 0.7872, 1.0514], [0.9317, 0.6712, 0.8783], [0.3108, -0.6099, 0.9279], [-1.0870, -0.7392, 0.9148], [-0.6069, -1.1344, -0.3293], [-0.9420, -0.2992, -1.5056], [-1.5880, 0.8850, -1.4374], [-1.7515, 1.8828, -2.9826], [2.6142, 1.6704, 1.3318], [2.7927, -0.0095, 1.3143], [0.5227, 1.5794, 0.5992], [0.9365, -1.5537, 1.3317], [-1.4686, -1.5172, 1.4247], [-0.2741, -2.2963, -0.5248], [-0.7597, -0.7208, -2.4020], [-1.8441, 1.4042, -0.5924]], "mulliken_charge": [-0.2755, -0.0330, -0.0186, -0.4506, 0.1228, -0.7027, -0.4003, -0.0678, 0.2823, 0.2708, 0.4193, 0.2410, 0.2934, 0.3441, 0.4801, 0.4949]}



{"formula": "C5H8BrN2", "method": "ωB97M-V/def2-TZVPD", "e_tot_ev": -78328.7103, "e_homo_ev": -13.868, "lumo_ev": -4.25, "smiles": "[NH3+][C@]1(Br)CC=CC=N1", "de_lowest_kcal_mol": 66.44, "gap_ev": 9.6, "total_charge": 1, "symbols": ["N", "C", "Br", "C", "C", "C", "C", "N", "H", "H", "H", "H", "H", "H", "H", "H"], "xyz": [[-0.8284, 1.7298, -0.5854], [-0.7670, 0.3114, -0.2229], [-2.7327, -0.2649, 0.0385], [0.0532, -0.0578, 0.9952], [0.6239, -1.4556, 0.9836], [0.7427, -2.1062, -0.1686], [0.3697, -1.4420, -1.3727], [-0.2888, -0.3575, -1.5583], [-0.0935, 2.3829, -0.3811], [-1.7325, 2.2401, -0.1462], [-0.9660, 1.9435, -1.6395], [-0.4668, 0.1364, 1.9535], [0.7793, 0.7625, 0.9845], [0.9601, -1.9412, 1.8552], [1.1310, -3.0480, -0.0985], [0.8405, -2.0085, -2.1608]], "mulliken_charge": [-0.3903, 0.0818, -0.0593, -0.4646, -0.2964, -0.3726, -0.1142, -0.5584, 0.3581, 0.4759, 0.4022, 0.3856, 0.2761, 0.4217, 0.4659, 0.3886]}



Q: Number 1 is which compound?
A: C5H8Br2N2



Please write out number 2 again, unchanged.
{"formula": "C5H8BrN2", "method": "ωB97M-V/def2-TZVPD", "e_tot_ev": -78327.6253, "e_homo_ev": -12.618, "lumo_ev": -5.20, "smiles": "[NH2+]=C[C@H]1N[C@H]1/C=C/Br", "de_lowest_kcal_mol": 91.46, "gap_ev": 7.4, "total_charge": 1, "symbols": ["N", "C", "C", "N", "C", "C", "C", "Br", "H", "H", "H", "H", "H", "H", "H", "H"], "xyz": [[2.2136, 0.7872, 1.0514], [0.9317, 0.6712, 0.8783], [0.3108, -0.6099, 0.9279], [-1.0870, -0.7392, 0.9148], [-0.6069, -1.1344, -0.3293], [-0.9420, -0.2992, -1.5056], [-1.5880, 0.8850, -1.4374], [-1.7515, 1.8828, -2.9826], [2.6142, 1.6704, 1.3318], [2.7927, -0.0095, 1.3143], [0.5227, 1.5794, 0.5992], [0.9365, -1.5537, 1.3317], [-1.4686, -1.5172, 1.4247], [-0.2741, -2.2963, -0.5248], [-0.7597, -0.7208, -2.4020], [-1.8441, 1.4042, -0.5924]], "mulliken_charge": [-0.2755, -0.0330, -0.0186, -0.4506, 0.1228, -0.7027, -0.4003, -0.0678, 0.2823, 0.2708, 0.4193, 0.2410, 0.2934, 0.3441, 0.4801, 0.4949]}